# 1
Density functional theory data (the ωB97M-V functional and the def2-TZVPD basis) for 2 unconnected molecules or ions with the total composition C2H3BrN.

Values from the calculation:
**E_HOMO (spin up / spin down)**: -14.19 / -12.07 eV
**Charge**: +1

Geometry (Å):
C1 -0.77182 -1.18836 0.11277
C2 -3.05325 0.47303 0.40754
N1 0.38380 -0.40257 -0.11857
Br1 -4.65478 0.05763 -0.01486
H1 0.07131 0.37810 -0.65050
H2 1.05049 -0.88524 -0.74988
H3 0.53168 0.17103 0.74595

Force components x, y, z for each atom (eV/Å):
-2.138 -1.515 0.200
2.202 0.317 0.281
-0.204 1.340 0.668
-1.479 -0.527 -0.404
-0.827 1.180 -1.720
0.674 0.283 1.037
1.772 -1.079 -0.063

=====

# 2
Density functional theory data (the ωB97M-V functional and the def2-TZVPD basis) for a single C3H3Cl2NS molecule.

Values from the calculation:
**E_HOMO**: -9.02 eV
**SMILES**: S/C(Cl)=N\C=C\Cl

Geometry (Å):
S1 1.56389 1.64639 0.25913
C1 1.53338 -0.12999 -0.07393
Cl1 3.19626 -0.81312 -0.50486
N1 0.53121 -0.89530 -0.00142
C2 -0.74035 -0.77804 0.30383
C3 -1.40447 0.16601 -0.29358
Cl2 -3.07962 0.25008 -0.37938
H1 0.41855 1.49071 0.90622
H2 -1.11898 -1.53211 0.85476
H3 -0.89986 0.59537 -1.07077

Force components x, y, z for each atom (eV/Å):
0.671 -1.074 -0.254
-0.681 -0.800 0.019
-1.778 0.741 0.297
6.171 -0.404 -0.575
-0.225 1.582 -0.283
-1.776 -0.423 -0.026
-1.283 0.255 0.199
-0.585 0.319 0.239
-1.491 -2.155 2.087
0.976 1.959 -1.700

=====

# 3
Density functional theory data (the ωB97M-V functional and the def2-TZVPD basis) for a single CH3IN2O molecule.

Values from the calculation:
**E_HOMO (spin up / spin down)**: -9.72 / -9.74 eV
**SMILES**: C/N=N\OI

Geometry (Å):
C1 0.97577 -0.35863 0.01549
N1 0.79336 1.03934 0.01523
N2 -0.61830 1.51546 -0.03221
O1 -1.72685 1.02762 -0.02724
I1 -2.62166 -1.01884 -0.01860
H1 1.54119 -0.62642 -0.88351
H2 0.06701 -0.96654 0.04615
H3 1.58947 -0.61199 0.88469

Force components x, y, z for each atom (eV/Å):
-0.177 -1.368 -0.030
-6.835 3.283 -0.261
8.130 -1.057 0.263
-1.522 -0.777 -0.017
0.340 -0.045 0.002
-0.035 -0.034 0.050
0.121 0.027 0.006
-0.021 -0.030 -0.012

=====

# 4
Density functional theory data (the ωB97M-V functional and the def2-TZVPD basis) for a molecular structure, C40H110N10O10.

Values from the calculation:
**E_HOMO**: -7.50 eV

Geometry (Å):
C1 -0.65564 3.49639 -2.00288
C2 0.47093 2.63720 -2.71520
C3 1.09360 1.48984 -1.82755
O1 2.08024 0.95948 -2.66576
C4 2.49957 -0.35912 -2.29164
N1 -0.12281 2.18818 -3.90001
H1 -0.95231 4.35943 -2.59890
H2 -0.21470 3.92877 -1.10470
H3 -1.54856 3.02438 -1.59302
H4 1.26869 3.30760 -3.03495
H5 0.27285 0.82167 -1.56672
H6 1.61117 1.80564 -0.92174
H7 3.29477 -0.11879 -1.58596
H8 2.81280 -0.88324 -3.19458
H9 1.75024 -1.00411 -1.83274
H10 -0.82992 1.48899 -3.72331
H11 0.60558 1.61913 -4.30711
C5 2.12347 4.13070 4.03273
C6 2.32567 4.43468 2.56903
C7 1.95771 3.26032 1.59380
O2 2.77617 2.17524 1.89597
C8 3.28439 1.59555 0.72043
N2 1.41681 5.48161 2.18080
H12 2.49736 4.94656 4.65134
H13 2.61936 3.17005 4.17179
H14 1.08129 3.93593 4.28579
H15 3.36441 4.69131 2.36104
H16 1.89553 3.50491 0.53343
H17 1.00472 2.75307 1.74417
H18 3.94870 0.78222 1.01247
H19 3.88207 2.38946 0.27255
H20 2.62430 1.22445 -0.06359
H21 1.60605 5.68488 1.20974
H22 1.80045 6.33128 2.56938
C9 -2.57610 -3.87930 -0.50886
C10 -2.33376 -3.49183 -1.99670
C11 -0.81868 -3.48301 -2.21684
O3 -0.16704 -2.51356 -1.40192
C12 1.18615 -2.43470 -1.61737
N3 -3.09096 -4.31507 -2.90449
H23 -2.22342 -4.88377 -0.27486
H24 -3.64234 -3.85181 -0.28417
H25 -2.15427 -3.19163 0.22411
H26 -2.73245 -2.48314 -2.10488
H27 -0.65343 -3.31446 -3.28097
H28 -0.49856 -4.50090 -1.99431
H29 1.52923 -3.35366 -1.14208
H30 1.53663 -1.54017 -1.10252
H31 1.55786 -2.45168 -2.64189
H32 -4.07181 -4.12809 -2.75260
H33 -2.87608 -4.09028 -3.86543
C13 -1.22135 0.84648 0.13383
C14 -0.36702 -0.51133 0.04159
C15 0.88232 -0.38070 0.92727
O4 2.04353 -0.49048 0.05309
C16 3.21921 -0.92922 0.72049
N4 -1.16537 -1.66950 0.30343
H34 -0.55832 1.71110 0.10361
H35 -1.77734 0.91582 1.06880
H36 -1.92219 0.85702 -0.70092
H37 -0.03807 -0.70194 -0.97996
H38 0.92038 -1.18805 1.65860
H39 0.94054 0.57337 1.45116
H40 3.07477 -1.99454 0.90028
H41 3.49087 -0.41062 1.63992
H42 4.06004 -0.80607 0.03790
H43 -0.70785 -2.41360 -0.20360
H44 -2.01419 -1.78699 -0.23117
C17 -3.09251 3.04836 -1.07305
C18 -4.49048 2.97273 -1.66330
C19 -5.48750 2.09153 -0.78128
O5 -5.05408 0.80048 -0.60213
C20 -5.03831 0.06997 -1.85895
N5 -5.01816 4.30202 -1.86992
H45 -3.13114 3.26218 -0.00493
H46 -2.48996 3.78232 -1.60816
H47 -2.74076 2.01783 -1.12173
H48 -4.36552 2.51536 -2.64478
H49 -6.47118 2.02705 -1.24638
H50 -5.54916 2.54478 0.20809
H51 -6.06347 -0.23438 -2.06996
H52 -4.48533 -0.86934 -1.85784
H53 -4.64247 0.48690 -2.78501
H54 -4.55629 4.70049 -2.67490
H55 -6.00950 4.25833 -2.05817
C21 5.56009 -0.41485 -1.75176
C22 5.81362 -1.31795 -0.49683
C23 5.40449 -2.75735 -0.84282
O6 4.02142 -2.74437 -1.11510
C24 3.40095 -3.99927 -1.41553
N6 7.24916 -1.11590 -0.25451
H56 5.74767 -0.90359 -2.70782
H57 6.22339 0.44942 -1.71757
H58 4.49772 -0.17171 -1.73317
H59 5.27496 -0.91213 0.35947
H60 5.72786 -3.44327 -0.05985
H61 5.88722 -3.02738 -1.78204
H62 3.74907 -4.32866 -2.39452
H63 2.33840 -3.77729 -1.51453
H64 3.67023 -4.69544 -0.62122
H65 7.65576 -1.44456 -1.11867
H66 7.52738 -1.71436 0.51005
C25 0.01621 -0.04564 -5.95675
C26 0.59667 -0.60658 -4.62612
C27 -0.48679 -0.78244 -3.53918
O7 -1.22845 0.39079 -3.23883
C28 -2.27247 0.16514 -2.21350
N7 1.29038 -1.83301 -4.90051
H67 0.72887 0.08787 -6.77062
H68 -0.56977 0.87079 -5.88687
H69 -0.66010 -0.82675 -6.30397
H70 1.34727 0.04949 -4.18536
H71 0.03688 -1.07478 -2.62901
H72 -1.12028 -1.61539 -3.84411
H73 -3.13988 -0.28598 -2.69536
H74 -2.60945 1.11898 -1.80762
H75 -1.93757 -0.51829 -1.43321
H76 0.59498 -2.42742 -5.32853
H77 2.08134 -1.68629 -5.51121
C29 2.11020 -0.33375 5.11241
C30 2.42187 0.89123 4.26533
C31 3.93070 1.33355 4.31389
O8 4.72718 0.24066 3.87922
C32 6.01002 0.58173 3.30442
N8 1.99150 0.54345 2.90930
H78 1.08717 -0.70801 5.07428
H79 2.37019 -0.08866 6.14218
H80 2.71651 -1.21873 4.91928
H81 1.74672 1.65049 4.66005
H82 4.11525 1.60848 5.35238
H83 4.08700 2.22269 3.70306
H84 5.79843 0.91015 2.28684
H85 6.65411 -0.29714 3.27558
H86 6.53886 1.42676 3.74527
H87 2.05951 1.37524 2.34044
H88 2.70473 -0.01400 2.46135
C33 -4.69397 -0.58482 1.99529
C34 -4.00633 -1.50853 0.94436
C35 -5.00493 -2.15911 -0.09760
O9 -5.72345 -3.13376 0.66000
C36 -7.01796 -3.43579 0.14347
N9 -2.95864 -0.74532 0.27012
H89 -4.02492 -0.13472 2.72869
H90 -5.41013 -1.22800 2.50667
H91 -5.17780 0.28002 1.54136
H92 -3.58027 -2.35349 1.48531
H93 -4.39002 -2.54113 -0.91249
H94 -5.60359 -1.36977 -0.55218
H95 -7.59576 -2.53471 -0.06220
H96 -7.63444 -4.07976 0.77064
H97 -6.90783 -4.09533 -0.71733
H98 -3.37417 0.10557 -0.08120
H99 -2.32978 -0.47584 1.01309
C37 -1.82809 1.51838 4.68755
C38 -0.47975 1.01382 4.25586
C39 -0.68346 -0.20203 3.29194
O10 -1.59121 -1.10991 3.96421
C40 -2.29784 -1.98172 3.08586
N10 0.24859 2.05358 3.60404
H100 -1.79332 2.49063 5.17910
H101 -2.18545 0.84489 5.46652
H102 -2.48507 1.65788 3.82905
H103 0.07621 0.80551 5.16998
H104 0.29208 -0.67744 3.18989
H105 -1.12635 0.08583 2.33847
H106 -1.63741 -2.52936 2.41354
H107 -3.03008 -1.57805 2.38659
H108 -2.70472 -2.78047 3.70598
H109 1.21716 1.85884 3.39421
H110 0.16509 2.99372 3.96360

Force components x, y, z for each atom (eV/Å):
3.289 -0.572 0.580
-1.145 1.760 2.167
-0.788 1.847 -1.066
-0.017 -0.696 -0.536
0.819 2.566 -1.064
1.906 1.557 -2.758
-0.056 -0.186 -0.441
0.179 0.314 0.403
3.364 -0.955 -1.467
0.372 0.181 0.512
0.789 0.117 -0.416
-0.974 0.655 -0.185
-1.274 -1.063 -0.523
0.646 0.162 0.003
1.882 4.489 -3.442
0.239 1.911 -0.429
0.056 0.425 -0.748
0.367 -0.469 -0.266
-1.433 -1.026 -1.455
-1.068 0.713 0.918
4.437 5.570 -4.458
3.026 1.702 -0.975
0.261 1.429 -0.404
0.239 -0.228 0.087
0.233 0.817 0.807
0.724 1.108 -0.009
0.355 -0.131 0.112
0.854 0.511 -0.090
-0.989 1.449 0.305
0.114 1.723 -0.274
0.363 -0.029 -0.304
0.021 0.509 1.280
-0.391 -0.189 -0.651
-0.369 0.476 0.681
-0.837 -0.884 -0.296
0.125 0.971 2.210
-0.876 -0.816 -0.752
-0.641 -2.954 -6.019
-0.772 -3.573 1.469
0.480 -0.929 -0.158
0.129 -0.123 -0.253
0.322 -0.776 -0.101
-0.085 -1.003 -0.290
0.480 0.619 0.101
0.525 0.054 -0.012
0.485 -0.121 0.148
-2.111 1.866 1.067
-0.977 -3.460 2.831
-0.658 -0.331 -0.298
-0.135 -0.156 -0.054
-0.037 0.068 -0.174
1.761 0.056 0.231
-1.007 1.316 0.281
-0.360 -0.708 -1.650
-0.539 -0.024 2.960
-0.927 -2.042 -0.781
3.805 -2.619 3.064
0.082 -0.017 -0.025
0.466 0.736 -0.263
1.882 0.578 2.602
-0.015 1.352 0.445
0.009 0.053 -0.279
-0.760 -0.663 -0.715
0.284 -0.133 0.314
0.229 -1.410 -0.659
-2.206 0.032 0.340
0.915 0.301 2.727
1.031 1.235 0.044
-3.535 0.165 1.191
-0.619 -0.574 0.549
0.622 2.030 -1.080
1.400 -1.645 -2.014
-1.461 -0.548 -0.513
-0.384 0.331 0.490
0.017 0.395 0.102
-2.152 0.195 0.613
-0.053 2.282 0.704
-0.156 -0.529 -0.134
-0.346 0.538 -0.121
-0.152 0.078 0.007
-0.345 0.180 -0.114
-0.107 0.466 0.926
-0.408 1.270 0.572
-0.105 0.258 -0.037
-0.129 0.146 -0.194
-0.272 -0.224 0.985
1.688 1.011 -1.739
-0.168 0.698 -0.329
-0.750 -0.339 0.092
2.220 -0.008 -0.343
-0.648 -0.716 0.200
0.037 -0.428 0.104
-0.290 0.141 0.225
1.751 0.435 -0.546
1.529 -0.492 -0.090
-0.339 -0.344 0.236
0.596 -0.193 -0.035
0.317 -0.446 -0.075
3.271 -2.184 -0.437
-0.255 -0.397 -0.098
0.857 -0.105 0.093
0.487 -0.236 0.040
-0.605 -0.332 0.320
-0.041 2.155 -0.916
1.003 -0.244 -0.195
-3.327 -4.532 2.283
0.492 -1.975 -3.552
-0.628 -1.077 0.835
0.414 -0.005 0.314
0.108 -0.014 0.208
-0.302 -0.109 -0.221
-0.336 0.095 -0.505
-0.525 0.286 -0.858
-0.535 0.203 -0.075
1.070 -0.085 -0.426
0.170 -1.282 -2.109
-0.090 0.109 -1.166
0.415 -0.601 -0.510
-0.177 -0.021 -0.179
1.213 -0.726 1.242
1.683 -2.259 -0.051
-1.103 -0.544 0.553
0.943 0.162 0.140
-1.191 0.232 -0.467
0.070 -4.583 4.296
0.223 0.424 -0.075
-0.281 -0.052 0.424
0.381 0.124 -0.522
1.357 -0.220 0.577
0.552 -0.061 0.283
0.212 -0.230 -0.122
0.275 -0.070 -0.385
-0.220 0.004 0.182
-0.147 -0.108 0.655
-1.009 -1.601 0.851
-0.655 -0.008 1.603
-0.885 -0.549 -0.419
-1.994 0.906 -1.388
0.213 1.223 1.960
-0.496 0.197 -0.368
0.352 -0.539 -0.399
-6.911 1.939 0.954
0.227 -0.352 -0.002
-0.277 0.362 0.335
-0.246 -0.433 -0.207
-0.493 -0.315 -1.150
-0.464 -0.322 -0.032
-0.758 -0.788 0.909
0.082 0.060 -0.250
0.496 0.310 0.906
-0.018 0.427 -0.714
-0.805 0.075 0.736
-0.699 -0.511 -0.372
-0.255 0.392 0.590
-0.453 0.330 -0.372
-0.355 -0.607 2.337
-0.211 0.272 -0.557
1.430 -0.955 0.734
-1.868 1.860 -1.906
0.397 0.240 -0.011
-0.604 -0.132 -0.489
-0.306 -0.363 0.094
-0.440 -0.917 0.102
-0.602 0.016 -0.210
0.425 0.213 0.537
0.550 0.127 0.071
1.478 0.533 2.577
-0.626 0.271 0.230
-2.440 0.784 0.150
-1.071 -0.959 0.019

=====

# 5
Density functional theory data (the ωB97M-V functional and the def2-TZVPD basis) for a molecular structure, C24H25Cl5N4O3Ti.

Values from the calculation:
**Multiplicity**: 2
**E_HOMO (spin up / spin down)**: -10.14 / -10.14 eV
**Charge**: +1

Geometry (Å):
Ti1 -0.60414 0.15159 -0.13866
N1 -0.31799 1.86259 1.33321
C1 0.18564 1.34837 2.61828
C2 -0.70278 0.19163 3.04801
N2 -0.77993 -0.83598 1.97992
C3 -0.00649 -2.06021 2.25233
C4 1.46368 -1.80118 2.02160
N3 1.58549 -1.23263 0.68632
H1 -1.18830 2.37490 1.46422
H2 0.33382 2.53763 0.94089
H3 1.20950 1.01467 2.44877
H4 0.20882 2.11988 3.39174
H5 -0.34225 -0.24262 3.98413
H6 -1.71168 0.56521 3.23805
H7 -1.75169 -1.12615 1.91272
H8 -0.20622 -2.45117 3.25330
H9 -0.35155 -2.80605 1.53096
H10 1.85464 -1.07440 2.73752
H11 2.02802 -2.72579 2.17704
H12 2.54263 -0.94376 0.51653
H13 1.34995 -1.91819 -0.02687
Cl1 2.54308 4.93776 -4.65086
C5 1.52335 3.92048 -3.69498
C6 2.09275 2.90006 -2.95156
C7 1.23550 2.10778 -2.21742
Cl2 1.82310 0.84344 -1.17057
C8 -0.14698 2.26073 -2.19414
O1 -0.90547 1.43414 -1.47710
C9 -0.67185 3.34086 -2.91893
Cl3 -2.35689 3.66717 -2.84429
C10 0.15686 4.15486 -3.67385
H14 3.16004 2.74014 -2.94972
H15 -0.26125 4.97418 -4.24046
Cl4 -6.12726 0.04558 -4.92038
C11 -6.12205 1.25458 -3.68227
C12 -7.05952 2.27299 -3.74532
C13 -7.14964 3.19809 -2.72243
C14 -6.31366 3.09411 -1.62239
C15 -5.36869 2.08745 -1.58748
Cl5 -4.35666 1.95878 -0.16677
C16 -5.21333 1.15425 -2.62167
N4 -4.25728 0.13749 -2.55038
C17 -3.25434 -0.03347 -3.53397
C18 -3.04442 0.89057 -4.55719
C19 -2.04457 0.69284 -5.49036
C20 -1.22300 -0.42568 -5.41981
C21 -1.42375 -1.34563 -4.40805
C22 -2.43724 -1.17182 -3.47189
C23 -2.59885 -2.17393 -2.34937
C24 -1.86431 -1.57676 -1.19074
O2 -0.59757 -1.67611 -1.07450
O3 -2.45213 -0.79257 -0.37003
H16 -7.72845 2.31030 -4.59314
H17 -7.88879 3.98495 -2.77010
H18 -6.38237 3.78569 -0.79607
H19 -3.93134 -0.02012 -1.60612
H20 -3.66931 1.77056 -4.61383
H21 -1.90361 1.42009 -6.27833
H22 -0.44416 -0.58443 -6.15252
H23 -0.79084 -2.22197 -4.34027
H24 -2.15763 -3.12890 -2.62628
H25 -3.64999 -2.30475 -2.08615

Force components x, y, z for each atom (eV/Å):
1.006 -0.246 0.177
-0.154 -0.035 -0.176
0.001 -0.017 0.140
0.141 0.005 -0.023
-0.723 0.251 0.153
-0.022 -0.091 -0.180
-0.064 -0.073 0.247
0.006 0.171 -0.281
-0.015 -0.039 -0.002
0.000 -0.032 -0.030
-0.021 -0.029 0.043
-0.019 -0.037 -0.019
0.014 0.011 -0.027
0.022 0.012 -0.017
0.000 0.030 -0.020
0.044 0.091 0.026
0.044 -0.032 0.064
-0.053 -0.043 0.039
-0.016 0.030 -0.118
-0.014 -0.020 -0.015
0.091 -0.079 0.047
0.000 0.005 0.002
0.073 0.030 -0.041
-0.102 0.033 -0.040
0.008 0.009 -0.005
0.175 0.292 -0.247
-0.240 0.246 -0.055
0.028 -0.172 0.356
0.192 -0.161 -0.016
-0.097 0.044 0.081
-0.019 -0.077 0.044
0.026 -0.020 0.017
-0.022 0.003 0.008
0.001 0.024 -0.008
0.014 -0.021 0.048
0.040 -0.091 -0.080
-0.022 0.051 0.060
0.000 -0.026 -0.051
0.087 -0.061 -0.007
-0.007 0.017 -0.057
-0.026 0.063 0.006
0.036 0.071 -0.088
0.000 -0.070 0.098
-0.104 -0.093 0.056
0.056 -0.057 0.006
-0.003 0.060 -0.058
-0.019 0.028 0.062
-0.039 0.183 -0.079
-0.105 -0.080 0.201
-0.211 -0.153 -0.138
-0.144 -0.010 -0.046
0.039 0.059 -0.022
-0.014 0.014 -0.002
0.000 0.015 0.010
-0.018 0.023 0.022
0.046 -0.019 -0.020
0.004 -0.010 -0.022
0.002 0.025 -0.023
0.010 0.011 -0.013
-0.005 -0.025 0.003
0.049 0.017 0.033
0.046 -0.003 -0.024